This record from the OMol25 dataset describes 3 unconnected molecules or ions with the total composition C27H55BrO7S in a non-equilibrium geometry. The level of theory is the ωB97M-V functional and the def2-TZVPD basis.

Properties
LUMO level = 0.64 eV
Total charge = 0
HOMO energy = -9.75 eV
Electronic energy = -124090.4659 eV

```
91
Properties=species:S:1:pos:R:3:forces:R:3
H 4.624215 -2.469879 1.278835 0.091 -2.060 -1.237
H -10.324802 -2.082360 1.117869 0.341 2.096 -1.674
H -3.950348 -4.765470 2.287844 1.048 1.408 -1.323
C -11.394010 -0.072134 0.759800 -0.668 0.271 -0.084
H -0.607347 -4.431911 0.005588 -0.167 1.157 1.933
H -12.671978 -0.750822 -1.138121 0.988 1.998 1.267
C -3.892972 -2.514132 1.786591 0.143 -0.887 0.354
H 2.628929 -2.561671 -0.184632 0.960 -2.064 0.295
O 9.754079 2.696447 -2.649321 -0.282 -0.128 0.476
O 10.661444 2.005118 -0.720741 -0.225 1.300 -2.081
S -7.779143 -1.849526 1.395294 -1.300 -1.937 4.184
H -3.027626 -1.771920 1.486100 -2.026 -1.285 0.461
H 1.082717 -2.266519 1.475391 -0.360 -2.257 0.031
C -12.572094 4.336980 -0.825597 -1.292 -1.353 0.082
H 9.789443 -0.185668 0.295832 -1.968 -0.305 1.247
H 4.702206 -4.361495 1.492479 -0.112 1.866 -1.795
H -1.495127 -3.649340 3.081906 -0.721 -1.009 -1.871
C 10.720283 2.742454 -1.703883 0.031 -1.263 1.395
O -13.487393 3.515573 -0.860408 1.953 1.388 -0.245
H 6.159289 -4.725314 -0.408322 -0.757 2.338 -0.552
H -5.884299 -3.352934 0.826812 1.667 1.913 -0.106
C 7.050105 -2.563314 -0.152846 -1.982 -0.405 0.707
H -9.816453 5.226967 0.240064 0.037 0.096 -0.100
C 1.991558 -4.412677 0.983630 -0.827 -0.251 -0.755
O -6.154760 -1.304399 1.412180 -1.347 -0.105 -0.046
C -1.741338 -4.222616 2.090655 0.041 -0.592 -0.943
H -8.609605 5.790143 -0.932106 -0.081 -0.076 0.002
C 4.583779 -3.491288 0.686950 -0.492 -0.134 -0.011
C -10.486043 5.205789 -1.824854 0.180 -0.001 0.170
H 7.967467 0.027477 3.590831 -0.320 2.338 -0.875
H -13.608757 5.767910 0.341181 0.200 -0.304 0.090
H -12.083441 -0.584644 1.584015 1.700 1.038 -1.724
H 7.969350 -2.907396 -0.788994 -1.620 0.993 1.326
H 9.944041 1.425051 2.173803 -2.196 -0.295 -0.930
H -11.055458 0.978618 1.190479 -0.366 -2.395 -0.919
H 10.357758 3.919658 -5.742090 -0.002 -0.068 0.087
C 7.862327 1.106780 3.125252 0.091 1.038 -0.927
H 9.820155 4.657860 -3.389507 0.096 -0.120 0.034
C 3.067737 -3.636747 0.014960 0.491 0.369 0.243
H 8.510988 2.232525 1.198770 0.753 -1.946 0.963
H 11.688681 4.519811 -2.513603 0.062 -0.139 -0.179
Br -9.876242 -1.635764 -1.415321 -0.110 0.338 0.931
O -8.840587 -0.526872 1.011053 -0.083 -0.844 -0.182
H -4.899735 -2.003192 -0.225300 -0.999 -0.877 2.234
H 10.256758 2.218571 -5.229384 -0.073 0.194 0.046
H -12.177883 5.056181 1.136107 -0.047 0.066 -0.146
O -11.508895 4.208349 -1.651783 -0.442 -0.227 -0.291
H 7.226111 -2.660201 1.017893 0.065 0.120 -2.562
H -11.904151 1.050377 -1.265618 -0.804 -2.047 1.519
H 6.754303 1.351046 2.771902 2.190 -0.884 0.929
O -8.181614 -2.261414 2.862916 1.709 2.021 -5.121
C -10.132770 -1.084789 0.491158 -0.071 -0.785 2.172
C 9.626744 3.637365 -3.730768 0.140 -0.050 -0.176
H 3.204076 -4.139564 -1.041636 -0.454 0.742 2.204
C 10.500556 3.234727 -4.901676 0.200 -0.128 -0.052
H 1.414953 -5.196128 0.299632 1.226 1.553 1.497
H -4.112132 -2.379387 2.951072 0.241 -0.114 -2.686
C -0.676104 -3.722728 0.933961 -0.131 1.487 0.436
C 0.819928 -3.403372 1.589064 -0.273 -0.883 0.647
C 7.611985 0.145088 -0.293032 -0.514 0.640 0.420
H 11.559807 3.233344 -4.632277 -0.089 0.110 -0.032
H -1.078145 -2.681140 0.526907 0.695 -2.174 0.727
C -12.575205 5.438265 0.191005 -0.324 0.671 -0.015
C 8.759536 -0.114600 0.845729 0.111 2.119 0.042
C -3.314984 -4.051371 1.607398 0.109 -0.332 0.365
C 6.505942 -1.050460 -0.462577 0.093 0.100 -1.402
H -13.358580 0.680332 -0.121697 2.226 -0.906 -0.862
C -5.252445 -2.347313 0.856062 0.814 -0.535 -0.239
H 8.535690 -0.980910 1.597911 0.505 1.456 -1.759
C -9.413267 5.068026 -0.763316 0.030 -0.094 0.220
H 6.175409 -1.041783 -1.609515 0.598 -0.053 2.380
H -8.989006 4.058461 -0.776875 -0.045 0.168 -0.109
C 11.904874 3.635741 -1.916255 0.139 0.684 0.264
H 5.509568 -0.781529 0.135323 2.338 -0.826 -1.042
H 7.007840 1.111902 0.059741 1.236 -2.042 -0.854
H -12.015979 6.321104 -0.113961 0.181 -0.113 0.108
H 0.723278 -3.601682 2.758046 0.261 0.444 -2.444
H -10.042045 5.022657 -2.809049 -0.302 -0.156 0.141
H -1.581606 -5.379863 2.286752 -0.200 2.391 -0.300
H -3.439526 -4.465935 0.496729 0.375 1.075 2.286
C -12.345647 0.216854 -0.543348 -0.960 0.636 0.224
H 8.146287 1.961705 3.899753 -0.581 -2.011 -1.468
H 8.576740 3.608744 -4.040578 0.148 -0.156 0.297
H 8.126022 0.462495 -1.322459 -1.101 -0.953 2.284
H 12.242314 4.001144 -0.940519 0.008 -0.328 -0.180
C 5.781605 -3.605317 -0.470228 0.128 0.301 1.108
H 12.709681 3.060500 -2.383649 -0.128 0.092 0.062
C 8.841110 1.270828 1.779022 0.136 -0.716 1.148
H 5.337124 -3.319075 -1.515771 0.851 -0.806 1.913
H 2.482248 -5.050025 1.846209 -0.740 1.508 -1.764
H -10.917500 6.209622 -1.862838 -0.042 -0.104 0.112
```
Positions in Å, forces in eV/Å.

This record from the OMol25 dataset describes 3 unconnected molecules or ions with the total composition C27H55IN4O12P3 in a non-equilibrium geometry. The level of theory is the ωB97M-V functional and the def2-TZVPD basis.

Properties
LUMO level = -4.08 eV
Total charge = +1
HOMO energy = -12.02 eV
Electronic energy = -95382.4401 eV

```
102
Properties=species:S:1:pos:R:3:forces:R:3
H -3.272907 1.706110 -5.866190 1.383 -0.139 1.154
H -2.832143 5.905751 -0.681432 -1.757 0.343 -0.327
C 2.566270 -3.316144 -1.423655 1.359 3.895 2.375
H -2.775927 4.682509 1.992721 -0.869 -0.839 -0.902
H -4.104706 3.995758 -5.057058 0.449 -0.517 1.722
P -3.207079 -3.027510 -2.586846 -1.185 -2.907 -5.559
C -4.661561 5.284624 -1.965285 1.592 0.366 0.111
O 0.403337 -4.574725 4.696257 0.292 0.031 -0.996
H 9.292179 3.816594 -0.508415 -0.067 -0.116 0.139
H -2.924715 3.715600 0.388364 -0.776 1.039 1.199
C 1.555600 -2.458758 -0.646969 3.252 0.430 -0.823
H -5.189563 4.348305 -1.572159 0.750 1.181 -0.751
H -4.243817 7.148163 -0.725815 0.566 -1.674 0.101
H -3.119905 5.790450 -3.615038 -0.793 -1.283 0.970
H -1.977737 -2.534674 0.923770 -1.183 0.205 -1.377
H -5.512088 4.851450 0.529977 1.435 1.008 0.094
O -4.599411 -3.811490 0.686096 2.339 4.335 -0.889
P 0.866728 -5.020283 3.227412 0.285 -0.064 0.033
C -4.009737 3.688530 -3.948764 0.149 0.179 0.572
O 2.066936 -4.021915 2.903731 -1.292 -0.813 -0.120
P 8.176886 1.064470 1.225932 0.474 -0.544 -0.179
H -2.586104 4.581265 -2.354104 -1.345 0.139 -1.175
H -5.408639 5.942070 -2.519557 0.815 -0.835 0.975
H -5.700843 2.653498 3.729194 0.355 1.239 -0.990
C -3.978221 6.029246 -0.695121 -0.827 0.016 0.680
H 10.112821 1.439823 3.909106 -0.091 -0.072 -0.127
C -2.650219 -2.339980 0.005722 -0.323 0.668 1.479
C -2.422362 1.820902 -5.093776 -0.469 -0.066 0.449
H -1.358970 -0.006445 -5.773507 -0.520 0.380 1.718
C 5.722614 1.904766 1.234261 -0.420 0.296 -0.152
H 5.786084 1.682173 0.166666 -0.013 -0.005 0.023
O 6.765639 1.275071 1.957846 0.657 -0.450 0.137
H -3.767032 1.536373 -3.345411 1.055 1.176 -0.548
C 3.232672 -4.035890 3.721284 0.853 0.169 0.504
H 8.439756 1.992649 3.698816 0.057 -0.109 -0.055
H 0.004419 0.160829 -1.593382 -1.050 -0.897 -0.722
H -1.797096 -0.025716 -2.009694 1.311 -0.744 -0.297
H 4.842119 -3.214258 -1.867399 -1.346 0.930 0.914
C 8.426882 3.222946 -0.206515 -0.017 0.533 -0.538
H 8.185273 2.527423 -1.012080 0.057 -0.064 0.127
H -1.307665 -4.163893 5.750911 0.170 -0.056 -0.090
C -4.418033 3.046808 1.888330 0.181 0.602 0.075
H 2.348544 -4.293669 -1.954479 0.163 1.463 0.814
H 1.310305 -8.442657 3.528985 0.021 0.173 -0.010
O -4.469608 -4.160878 -2.317297 1.522 3.475 0.231
N 0.127042 -2.891977 -0.549899 -0.007 0.617 -0.882
H -0.271756 1.617907 -3.569970 -0.004 -1.675 -0.007
H 4.092492 -4.292550 3.100628 -0.129 -0.012 0.014
C -3.091905 2.387509 -3.744116 -0.156 -0.746 -0.774
H -3.724230 -0.883906 -2.060897 -0.468 -0.324 -0.491
H -5.118898 2.705756 1.035224 1.244 0.169 1.273
C 9.097113 1.121354 3.665086 0.168 0.313 0.771
C -1.729279 0.396600 -4.757420 -0.325 0.736 -1.411
H 5.276990 -1.039442 -0.548851 -1.843 -0.647 -0.110
I -5.488273 -0.966763 0.737663 0.835 -0.508 -0.164
C 4.185260 -1.411674 -0.584190 0.574 -0.355 -0.390
N -2.153846 -3.141885 -1.172693 0.920 2.990 -0.858
H 0.384615 -0.048655 -4.238778 -1.043 1.296 0.833
C -0.739586 -0.287474 -2.342416 0.409 2.459 -1.081
O 8.741777 2.550506 1.006818 -0.140 -0.808 0.217
H 4.768795 1.536633 1.612985 0.140 -0.034 -0.009
H 8.764589 0.398585 4.411945 0.003 0.032 -0.110
H -1.684306 2.563477 -5.579965 -0.971 -1.088 1.009
H -5.321434 -3.684697 -2.496265 0.795 -0.609 0.278
H 1.171389 -0.580863 0.543580 1.362 -1.073 -0.860
C -3.489474 4.885481 -3.003411 -0.460 0.012 0.205
N 3.280051 -0.564922 0.106573 -1.484 -5.550 -2.947
C 3.966822 -2.700880 -1.349433 -2.971 0.641 1.056
O -3.986640 -1.520886 -2.761684 1.691 -2.187 1.602
O 9.101854 0.490978 2.390403 -0.874 0.316 -1.111
H 7.583098 3.896290 -0.041628 0.047 -0.020 -0.013
H 3.160613 -4.754208 4.540173 -0.060 0.061 -0.135
O -0.209669 -5.046032 2.203639 0.784 0.548 0.433
C -0.805709 -2.572607 -1.458274 0.816 -0.391 -0.098
C -4.497301 5.376587 0.701321 -0.079 -0.361 -0.326
H -2.245668 2.525852 -2.982687 -1.353 0.146 -0.900
O 1.609258 -6.419606 3.454851 0.019 1.034 -0.560
O -2.527399 -3.490160 -3.891519 -1.409 1.819 4.325
C -3.507058 4.219195 1.250244 -1.080 -0.187 -0.187
H -2.584771 -1.225947 -0.250931 -0.267 -1.453 0.649
H 0.419965 -1.931885 -3.008553 -0.430 0.189 0.506
O 8.121268 0.226264 0.007879 -0.072 0.692 0.921
H -2.570170 -0.285631 -4.404981 1.320 0.682 -0.294
H -0.132382 -3.473593 0.282121 0.256 0.054 -0.870
H -4.691024 6.170744 1.507315 0.471 -1.159 -1.166
H 3.385054 -3.039721 4.141994 -0.123 -0.089 -0.102
H -3.735695 2.193767 2.230891 -1.049 1.034 -0.505
C -0.494019 0.511040 -3.739591 -0.513 -1.185 -0.337
H -5.087736 3.458496 -3.605868 1.707 0.203 -0.619
H 5.773715 2.983591 1.392278 -0.027 -0.004 -0.066
H -6.296117 4.020645 2.597527 1.330 -0.637 1.017
H -0.791067 -5.859691 5.782583 -0.013 0.064 -0.041
C -5.371484 3.537967 3.081212 -0.008 -0.070 -0.314
H -0.182591 -7.485099 3.514925 0.053 -0.007 -0.023
C -4.143162 -2.682960 0.471313 -1.401 -3.594 0.485
C 2.005918 -1.175848 0.014141 -0.906 -0.334 0.035
C -0.885844 -4.973717 5.152105 -0.684 -0.109 0.503
H -1.567432 -5.186228 4.326627 0.129 0.036 -0.030
C 0.840190 -7.529982 3.895129 -0.311 -0.559 0.278
H -4.867207 4.296320 3.774235 -0.628 -1.026 -1.055
N -0.503525 -1.736875 -2.600924 -0.958 -1.389 2.509
H 0.829814 -7.550449 4.986099 -0.024 -0.028 -0.037
```
Positions in Å, forces in eV/Å.

Question: Among the records above, which one has the highest HOMO energy?
Answer: C27H55BrO7S